Entry 1:
The following is a DFT calculation (ωB97M-V/def2-TZVPD) of one molecule with the formula C4H8O2 at a distorted geometry.

Summary:
- Electronic energy: -307.6407 Eh
- Molar mass: 88.11 g mol⁻¹
- Kohn-Sham gap: 10.71 eV
- Largest force on an atom: 3.81 eV/A

Geometry as XYZ:
```
14
Properties=species:S:1:pos:R:3:forces:R:3
O 1.3672 1.3338 -0.7008 0.48 -0.32 -0.93
O -2.3787 -0.6430 -0.5196 1.15 0.19 0.07
C 0.8814 -0.1634 1.1898 1.30 -1.36 -2.22
C -1.0197 -0.0808 -0.5027 -0.38 -1.54 0.78
C 0.0439 -1.0437 0.2160 -2.26 2.30 0.76
C 1.6706 0.9480 0.3829 -1.85 0.60 3.27
H 0.6253 -1.6298 -0.4776 0.05 -0.32 -0.03
H 0.1977 0.1751 1.9694 0.41 0.69 -0.04
H -0.6748 -1.5769 0.8598 0.75 -0.74 -0.33
H -0.7091 0.1371 -1.5131 0.00 0.51 -0.11
H -1.1468 0.7829 0.1574 0.18 0.13 -0.62
H 2.3057 1.5765 1.0751 0.35 -0.52 -0.71
H -2.3593 -1.4597 -1.0268 0.01 -0.01 -0.07
H 1.6429 -0.8175 1.6508 -0.20 0.39 0.18
```
Positions in Å, forces in eV/Å.

Atomic partial charges in e from the Mulliken method, atoms 1 to 5: -0.42, -0.55, -0.76, -0.42, -0.49

***

Entry 2:
The following is a DFT calculation (ωB97M-V/def2-TZVPD) of a 2-piece molecular cluster, C4H8O2 overall.

Summary:
- Electronic energy: -307.6092 Eh
- Molar mass: 88.11 g mol⁻¹
- Kohn-Sham gap: 10.51 eV
- Largest force on an atom: 0.48 eV/A

Geometry as XYZ:
```
14
Properties=species:S:1:pos:R:3:forces:R:3
O 0.5505 1.7862 -0.2003 -0.36 -0.28 -0.16
O -0.7202 0.5570 1.9050 0.14 0.12 -0.08
C -1.0071 -0.4330 0.9923 -0.17 -0.28 0.00
C -0.2387 1.1410 -0.8730 0.34 0.10 0.19
C 0.0736 -1.1807 0.3251 0.16 -0.07 0.11
C -0.7330 -0.1923 -0.5135 -0.18 0.10 -0.18
H -0.6483 1.5816 -1.8032 0.02 -0.07 0.14
H 2.4077 0.4621 -0.8414 0.13 -0.09 -0.08
H 2.6693 -0.1361 -1.1981 0.05 0.04 0.01
H -0.0604 -2.2250 0.0566 -0.04 0.19 0.10
H 1.0861 -0.9096 0.6076 -0.13 0.10 -0.15
H -1.4285 -0.6303 -1.2206 0.02 0.08 0.09
H -1.9413 -0.9276 1.2382 0.13 0.04 -0.11
H -0.0097 1.1068 1.5254 -0.09 0.02 0.12
```
Positions in Å, forces in eV/Å.

Atomic partial charges in e from the Mulliken method, atoms 1 to 5: -0.56, -0.54, -0.11, -0.11, -0.59

***

Entry 3:
The following is a DFT calculation (ωB97M-V/def2-TZVPD) of one molecule with the formula C4H8O2.

Summary:
- Electronic energy: -307.6275 Eh
- Molar mass: 88.11 g mol⁻¹
- Kohn-Sham gap: 10.60 eV
- Largest force on an atom: 0.70 eV/A

Geometry as XYZ:
```
14
Properties=species:S:1:pos:R:3:forces:R:3
O -1.1335 -1.3196 0.0843 0.18 0.10 -0.28
O 1.5927 -1.3563 -0.1662 0.39 -0.39 -0.43
C 1.3016 -0.0816 -0.7102 -0.01 0.27 -0.23
C -1.0184 1.1233 0.1851 -0.18 0.20 -0.08
C -0.7207 -0.1842 0.8220 0.14 0.23 0.27
C 0.4170 0.6687 0.2699 0.10 -0.41 0.23
H -1.2878 1.9380 0.8466 0.02 0.10 -0.23
H -0.7377 -0.3836 1.8884 -0.31 0.32 -0.07
H 0.8722 -0.1523 -1.7170 -0.03 -0.04 0.13
H 2.2786 0.4038 -0.8020 -0.27 0.18 -0.07
H 0.9064 -1.9639 -0.4621 -0.09 0.09 0.25
H -1.9062 -1.0696 -0.4419 0.25 -0.12 0.27
H -1.5621 1.0898 -0.7562 0.06 0.04 0.07
H 0.9979 1.2877 0.9594 -0.26 -0.57 0.17
```
Positions in Å, forces in eV/Å.

Atomic partial charges in e from the Mulliken method, atoms 1 to 5: -0.56, -0.53, -0.63, -0.87, 0.15

***

Entry 4:
The following is a DFT calculation (ωB97M-V/def2-TZVPD) of one molecule with the formula C4H8O2.

Summary:
- Electronic energy: -307.4849 Eh
- Molar mass: 88.11 g mol⁻¹
- Kohn-Sham gap: 8.42 eV
- Largest force on an atom: 0.42 eV/A

Geometry as XYZ:
```
14
Properties=species:S:1:pos:R:3:forces:R:3
O -1.8056 1.4740 -0.3435 -0.16 0.10 0.09
O 0.5232 -1.2840 0.3449 0.21 0.11 -0.23
C -0.5304 0.9036 -0.0892 0.22 -0.09 0.11
C 1.9926 -0.6167 1.0082 -0.14 -0.33 0.21
C -0.6187 -0.4419 0.5866 -0.21 0.05 0.11
C -1.0387 1.0503 -1.4578 0.10 -0.07 -0.28
H -1.5087 -0.9680 0.2263 0.10 0.08 0.05
H -0.6573 1.8497 -2.0906 -0.02 -0.12 0.12
H -0.6751 -0.3440 1.6725 0.00 0.01 -0.13
H 0.7685 -1.1942 -0.5890 -0.07 -0.06 0.13
H 2.4985 -1.6044 1.0372 -0.02 0.27 -0.03
H 0.2346 1.5878 0.2710 -0.11 -0.12 -0.06
H -1.4287 0.1787 -1.9878 0.04 0.13 0.11
H 1.6028 -0.5377 2.0454 0.06 0.05 -0.19
```
Positions in Å, forces in eV/Å.

Atomic partial charges in e from the Mulliken method, atoms 1 to 5: -0.43, -0.36, 0.09, -0.66, -0.62

***

The records above give, respectively, LUMO level values of 0.86; 0.79; 0.86; 0.58 eV.
The records above give, respectively, HOMO level values of -9.84; -9.72; -9.74; -7.84 eV.
The records above give, respectively, relative energy (zero: lowest compared OMol25 entry of this formula, charge and spin) values of 45.0; 64.8; 53.3; 142.8 kcal/mol.